1.
ORCA calculation (ωB97M-V/def2-TZVPD) on a cluster of 9 separate species, C28H59BCl16FINO5P2S in total in a non-equilibrium geometry.

Geometry (Å):
C  -6.049  1.654  0.765
C  -5.389  1.526  2.145
C  -5.572  2.769  3.028
C  -4.317  3.622  3.156
C  -3.172  2.858  3.822
C  -1.988  3.746  4.170
C  -0.627  3.067  3.987
C  -0.365  2.697  2.538
C  0.821  1.712  2.301
B  0.530  0.425  1.322
P  0.175  1.074  -0.519
N  -1.032  0.395  -1.238
O  1.574  0.986  -1.389
O  -0.114  2.710  -0.546
O  1.837  -0.295  1.201
C  1.914  -1.483  1.960
C  2.966  -1.110  3.021
C  3.557  -2.217  3.910
C  2.691  -3.402  4.243
F  3.930  -1.642  5.142
C  2.481  -2.615  1.066
C  2.863  -2.283  -0.373
C  3.919  -3.313  -0.797
I  1.258  -2.536  -1.794
C  0.393  -1.591  2.479
C  -0.349  -2.928  2.338
O  -0.648  -3.246  1.008
C  -0.672  -4.630  0.751
C  -2.029  -5.257  0.991
P  -0.005  -1.154  4.301
S  -1.824  -0.435  4.523
O  -0.353  -0.668  1.764
H  -7.073  1.298  0.801
H  -5.982  2.665  0.376
H  -5.533  1.011  0.060
H  -5.865  0.693  2.652
H  -4.354  1.241  2.003
H  -6.336  3.387  2.558
H  -5.946  2.472  4.005
H  -4.513  4.544  3.695
H  -3.980  3.830  2.141
H  -3.557  2.361  4.706
H  -2.889  2.072  3.139
H  -2.086  4.093  5.195
H  -1.997  4.607  3.500
H  0.110  3.826  4.256
H  -0.486  2.242  4.678
H  -0.125  3.626  2.028
H  -1.244  2.309  2.033
H  1.252  1.434  3.265
H  1.600  2.279  1.792
H  -1.424  -0.305  -0.615
H  1.692  1.821  -1.875
H  0.756  3.148  -0.510
H  3.795  -0.712  2.449
H  2.634  -0.306  3.664
H  4.479  -2.599  3.473
H  1.871  -3.160  4.904
H  2.309  -3.917  3.371
H  3.309  -4.118  4.778
H  3.406  -2.974  1.514
H  1.838  -3.488  1.022
H  3.318  -1.310  -0.481
H  3.545  -4.325  -0.678
H  4.828  -3.132  -0.228
H  4.112  -3.184  -1.854
H  0.206  -3.714  2.855
H  -1.290  -2.813  2.883
H  -0.409  -4.754  -0.295
H  0.079  -5.180  1.325
H  -2.792  -4.760  0.403
H  -2.340  -5.217  2.030
H  -1.983  -6.294  0.671
H  0.907  -0.241  4.856
H  0.032  -2.323  5.087
C  -2.767  1.839  -4.046
Cl  -2.216  1.587  -5.716
Cl  -4.496  2.219  -3.993
H  -2.580  0.938  -3.471
H  -2.214  2.666  -3.619
C  7.711  -5.000  -0.272
Cl  6.975  -4.031  1.018
Cl  7.083  -4.564  -1.866
H  8.783  -4.824  -0.263
H  7.498  -6.044  -0.086
C  8.699  -8.175  1.912
Cl  9.509  -8.621  0.405
Cl  7.000  -7.772  1.653
H  8.756  -9.010  2.600
H  9.199  -7.309  2.330
C  11.014  -2.588  -0.520
Cl  11.040  -4.267  0.045
Cl  10.822  -2.491  -2.271
H  10.180  -2.081  -0.049
H  11.950  -2.119  -0.244
C  -3.608  4.377  -7.868
Cl  -3.055  4.135  -9.534
Cl  -5.334  4.745  -7.802
H  -3.420  3.471  -7.305
H  -3.059  5.207  -7.440
C  -5.201  2.524  7.941
Cl  -5.704  3.950  7.019
Cl  -4.104  1.499  7.018
H  -4.694  2.856  8.839
H  -6.084  1.950  8.195
C  -3.664  3.721  -13.146
Cl  -4.200  5.183  -13.991
Cl  -2.544  2.773  -14.128
H  -3.166  4.016  -12.232
H  -4.533  3.114  -12.923
C  -6.059  8.195  -13.518
Cl  -5.814  9.091  -15.023
Cl  -5.901  9.236  -12.099
H  -7.056  7.771  -13.526
H  -5.314  7.411  -13.458

Strongest force on any atom ... 0.03648 hartree/bohr
Molar mass ... 1307.76 u
Highest occupied orbital energy ... -5.15 eV
Charge ... -1

2.
ORCA calculation (ωB97M-V/def2-TZVPD) on a cluster of 5 separate species, C28H59IN2O7S5 in total in a non-equilibrium geometry.

Geometry (Å):
C  9.784  -3.358  -4.311
C  11.113  -2.634  -4.127
C  10.923  -1.194  -3.675
C  10.146  -1.038  -2.355
C  10.624  -1.946  -1.231
C  9.654  -2.012  -0.054
C  8.206  -2.388  -0.453
C  7.615  -3.572  0.356
C  6.986  -4.663  -0.547
C  5.675  -5.197  0.032
C  4.439  -4.378  -0.386
C  3.234  -5.316  -0.573
C  1.913  -4.640  -0.173
I  1.437  -5.208  1.863
O  0.895  -4.859  -1.142
C  -0.199  -5.635  -0.780
O  -0.145  -6.847  -0.868
C  -1.465  -4.939  -0.359
C  -2.299  -4.442  -1.545
C  -3.685  -4.020  -1.018
C  -4.247  -2.797  -1.750
S  -3.232  -1.394  -1.244
C  -4.111  0.027  -1.761
N  -4.558  0.379  -2.888
N  -5.134  1.627  -2.685
C  -4.971  1.931  -1.483
O  -4.326  0.938  -0.803
H  9.384  -3.740  -3.375
H  9.919  -4.219  -4.960
H  9.073  -2.709  -4.813
H  11.586  -2.601  -5.109
H  11.772  -3.192  -3.469
H  10.316  -0.715  -4.445
H  11.863  -0.649  -3.649
H  10.275  -0.006  -2.033
H  9.096  -1.177  -2.588
H  11.543  -1.501  -0.845
H  10.890  -2.946  -1.560
H  9.997  -2.745  0.674
H  9.624  -1.051  0.453
H  7.580  -1.522  -0.258
H  8.122  -2.636  -1.504
H  8.375  -4.058  0.958
H  6.820  -3.190  0.989
H  7.688  -5.494  -0.604
H  6.828  -4.298  -1.559
H  5.508  -6.221  -0.294
H  5.764  -5.231  1.117
H  4.204  -3.610  0.344
H  4.661  -3.913  -1.343
H  3.379  -6.153  0.098
H  3.164  -5.711  -1.581
H  2.069  -3.570  -0.133
H  -1.187  -4.064  0.229
H  -2.027  -5.623  0.263
H  -2.415  -5.257  -2.254
H  -1.808  -3.608  -2.028
H  -4.389  -4.843  -1.030
H  -3.520  -3.693  0.007
H  -5.290  -2.697  -1.461
H  -4.240  -2.965  -2.822
H  -5.267  2.834  -0.984
C  -3.582  4.875  2.332
S  -4.772  5.517  1.160
O  -4.949  4.476  0.100
C  -3.722  6.796  0.475
H  -4.043  4.028  2.841
H  -2.685  4.553  1.804
H  -3.338  5.651  3.056
H  -2.815  6.352  0.068
H  -3.468  7.508  1.256
H  -4.274  7.298  -0.318
C  0.761  8.195  3.725
S  -1.013  8.015  3.509
O  -1.230  7.379  2.182
C  -1.363  9.768  3.318
H  1.189  7.200  3.821
H  1.188  8.696  2.856
H  0.961  8.766  4.631
H  -0.796  10.166  2.476
H  -1.099  10.291  4.237
H  -2.429  9.879  3.129
C  -8.029  1.199  3.440
S  -6.737  2.172  2.662
O  -5.939  2.807  3.752
C  -7.827  3.424  1.993
H  -7.556  0.366  3.958
H  -8.575  1.815  4.154
H  -8.705  0.821  2.674
H  -8.390  3.892  2.799
H  -8.505  2.967  1.281
H  -7.211  4.167  1.489
C  -12.749  0.967  1.497
S  -11.463  1.928  0.691
O  -10.651  2.562  1.766
C  -12.551  3.197  0.035
H  -12.273  0.135  2.012
H  -13.277  1.590  2.218
H  -13.440  0.582  0.746
H  -13.091  3.675  0.852
H  -13.247  2.745  -0.671
H  -11.936  3.932  -0.479

Strongest force on any atom ... 0.04771 hartree/bohr
Molar mass ... 823.03 u
Highest occupied orbital energy ... -8.40 eV
Charge ... 0

3.
ORCA calculation (ωB97M-V/def2-TZVPD) on a structure of composition C28H60AsF6N4O8 in a non-equilibrium geometry.

Geometry (Å):
As  0.331  -0.201  0.095
F  1.066  0.362  1.686
F  1.519  -1.512  0.052
F  -0.256  -0.749  -1.470
F  -0.836  1.169  0.177
F  1.518  0.962  -0.695
F  -0.895  -1.242  0.907
C  5.516  3.325  1.873
O  6.073  4.401  1.764
N  4.610  2.827  1.030
C  4.140  1.417  0.932
C  4.278  3.605  -0.220
H  5.461  2.712  2.786
H  4.525  0.970  0.015
H  3.059  1.389  1.067
H  4.723  0.942  1.721
H  4.473  4.675  -0.293
H  4.608  3.218  -1.185
H  3.202  3.432  -0.203
C  1.077  3.524  3.316
O  1.850  4.453  3.673
N  -0.100  3.263  3.866
C  -0.932  2.274  3.337
C  -0.623  4.146  4.874
H  1.304  2.796  2.522
H  -1.858  2.666  2.916
H  -1.329  1.570  4.068
H  -0.582  1.768  2.437
H  -1.536  3.781  5.344
H  -0.044  4.193  5.797
H  -0.868  5.146  4.517
C  -4.186  -0.350  -4.361
O  -4.792  -0.434  -5.477
N  -3.952  -1.353  -3.506
C  -3.304  -1.138  -2.204
C  -4.171  -2.733  -3.787
H  -3.848  0.641  -4.020
H  -2.369  -1.673  -2.041
H  -3.898  -1.526  -1.376
H  -2.976  -0.106  -2.087
H  -4.667  -2.830  -4.753
H  -3.214  -3.233  -3.941
H  -4.655  -3.302  -2.994
C  -1.086  -6.539  1.374
O  -1.227  -7.626  0.776
N  -0.509  -5.394  0.808
C  -0.113  -4.308  1.668
C  -0.119  -5.359  -0.626
H  -1.329  -6.423  2.442
H  0.074  -3.400  1.095
H  0.669  -4.505  2.400
H  -0.979  -4.088  2.293
H  0.938  -5.239  -0.863
H  -0.357  -6.293  -1.137
H  -0.818  -4.642  -1.057
C  4.226  -0.627  4.756
C  2.895  -0.480  3.917
C  3.181  -1.655  2.899
O  3.699  -2.690  3.628
C  4.314  -2.187  4.814
H  4.196  -0.135  5.728
H  5.077  -0.362  4.128
H  2.805  0.435  3.331
H  2.058  -0.721  4.572
H  3.973  -1.353  2.215
H  2.309  -1.944  2.312
H  5.359  -2.489  4.759
H  3.786  -2.663  5.641
C  -1.205  2.785  -5.075
C  -0.187  2.501  -3.951
C  -0.982  2.848  -2.637
O  -2.136  3.592  -3.009
C  -2.479  3.208  -4.316
H  -1.260  1.873  -5.670
H  -0.756  3.637  -5.584
H  0.706  3.121  -3.876
H  -0.039  1.421  -3.982
H  -0.358  3.353  -1.899
H  -1.277  1.946  -2.102
H  -2.933  4.062  -4.818
H  -3.267  2.454  -4.299
C  -4.585  1.188  2.370
C  -3.858  1.202  1.054
C  -4.940  1.681  0.059
O  -6.121  1.108  0.566
C  -5.955  0.925  2.019
H  -4.349  2.125  2.875
H  -4.250  0.411  3.058
H  -3.493  0.248  0.676
H  -2.960  1.819  1.099
H  -5.025  1.350  -0.976
H  -5.016  2.767  0.116
H  -6.144  -0.121  2.259
H  -6.675  1.553  2.543
C  2.994  -1.458  -2.843
C  2.519  -1.329  -4.265
C  1.126  -1.995  -4.117
O  1.339  -3.162  -3.316
C  2.512  -2.933  -2.516
H  2.263  -0.854  -2.305
H  4.040  -1.236  -2.630
H  3.194  -1.884  -4.916
H  2.507  -0.354  -4.753
H  0.621  -2.291  -5.036
H  0.380  -1.320  -3.697
H  3.268  -3.700  -2.682
H  2.317  -3.094  -1.456

Strongest force on any atom ... 0.07547 hartree/bohr
Molar mass ... 769.72 u
Highest occupied orbital energy (alpha / beta) ... -8.66 / -8.66 eV
Charge ... 0
Multiplicity ... 2

4.
ORCA calculation (ωB97M-V/def2-TZVPD) on a structure of composition C28H60BaCl10F6NO12S2 in a non-equilibrium geometry.

Geometry (Å):
Ba  17.391  -18.524  -43.690
C  14.836  -19.800  -39.963
F  14.889  -20.914  -40.683
F  13.740  -19.127  -40.276
F  14.827  -20.129  -38.694
S  16.392  -18.759  -40.253
O  16.764  -18.233  -38.993
O  17.416  -19.638  -40.801
N  16.042  -17.700  -41.490
S  15.002  -16.560  -40.995
O  14.017  -16.381  -42.015
O  14.573  -16.675  -39.644
C  15.970  -15.003  -41.060
F  16.215  -14.678  -42.327
F  15.285  -14.035  -40.478
F  17.133  -15.157  -40.440
Cl  13.175  -12.742  -43.755
C  13.049  -11.989  -42.122
C  11.820  -12.464  -41.388
Cl  10.353  -11.690  -41.997
H  12.971  -10.923  -42.312
H  13.954  -12.260  -41.591
H  11.957  -12.200  -40.340
H  11.724  -13.541  -41.497
Cl  16.745  -18.611  -34.628
C  16.186  -17.371  -35.757
C  17.235  -16.314  -35.996
Cl  16.569  -15.045  -37.043
H  15.339  -16.869  -35.287
H  15.791  -17.800  -36.674
H  18.136  -16.730  -36.445
H  17.541  -15.889  -35.041
Cl  9.264  -14.925  -44.531
C  10.064  -16.300  -43.765
C  11.566  -16.297  -43.913
Cl  12.061  -16.300  -45.621
H  9.673  -17.200  -44.246
H  9.778  -16.386  -42.718
H  12.011  -17.124  -43.362
H  12.031  -15.415  -43.474
Cl  9.502  -20.323  -37.069
C  10.339  -18.968  -37.864
C  11.820  -19.189  -37.935
Cl  12.572  -18.991  -36.316
H  10.106  -18.065  -37.304
H  9.895  -18.844  -38.852
H  12.274  -18.408  -38.535
H  12.052  -20.199  -38.253
Cl  20.145  -21.283  -35.053
C  19.629  -21.568  -36.735
C  18.831  -20.376  -37.225
Cl  19.895  -18.961  -37.365
H  19.051  -22.489  -36.776
H  20.533  -21.722  -37.323
H  18.043  -20.226  -36.490
H  18.433  -20.580  -38.218
C  16.191  -22.116  -42.925
O  15.725  -20.809  -43.218
C  14.378  -20.786  -43.640
C  13.963  -19.353  -43.887
O  14.911  -18.736  -44.768
C  14.615  -18.947  -46.134
H  16.292  -22.712  -43.834
H  15.523  -22.631  -42.229
H  17.127  -22.031  -42.372
H  13.701  -21.175  -42.872
H  14.251  -21.358  -44.565
H  13.913  -18.752  -42.981
H  12.984  -19.371  -44.374
H  15.329  -18.378  -46.731
H  13.603  -18.628  -46.386
H  14.733  -20.000  -46.424
C  20.646  -17.764  -45.450
O  19.276  -17.423  -45.370
C  18.958  -16.309  -46.213
C  17.467  -16.253  -46.431
O  16.731  -16.368  -45.236
C  15.426  -15.771  -45.290
H  20.819  -18.653  -44.848
H  21.300  -16.946  -45.144
H  20.923  -18.062  -46.472
H  19.438  -16.397  -47.190
H  19.315  -15.407  -45.708
H  17.236  -17.059  -47.153
H  17.207  -15.351  -46.999
H  14.903  -16.043  -46.208
H  15.538  -14.683  -45.299
H  14.870  -16.107  -44.423
C  19.018  -15.085  -42.953
O  18.921  -16.416  -42.447
C  20.212  -16.806  -41.982
C  20.333  -18.217  -41.474
O  19.978  -19.102  -42.537
C  20.157  -20.488  -42.251
H  18.260  -14.936  -43.716
H  20.019  -14.863  -43.331
H  18.835  -14.368  -42.148
H  20.583  -16.093  -41.238
H  20.930  -16.749  -42.815
H  19.701  -18.393  -40.599
H  21.397  -18.325  -41.244
H  20.379  -20.658  -41.192
H  21.007  -20.895  -42.800
H  19.222  -21.015  -42.443
C  19.221  -13.058  -39.827
O  20.239  -12.486  -39.058
C  20.118  -12.760  -37.679
C  20.352  -14.201  -37.299
O  21.631  -14.622  -37.753
C  21.957  -15.888  -37.269
H  19.276  -14.155  -39.837
H  19.328  -12.670  -40.841
H  18.217  -12.792  -39.461
H  19.108  -12.489  -37.333
H  20.829  -12.120  -37.158
H  19.556  -14.836  -37.716
H  20.272  -14.252  -36.205
H  21.854  -16.009  -36.184
H  22.992  -16.075  -37.548
H  21.316  -16.654  -37.725

Strongest force on any atom ... 0.04817 hartree/bohr
Molar mass ... 1272.76 u
Highest occupied orbital energy ... -11.32 eV
Charge ... +1